Entry i
# C3H7BrS

2 unconnected molecules or ions with the total composition C3H7BrS (ωB97M-V/def2-TZVPD, the Open Molecules 2025 dataset).

Calculated values
LUMO level (alpha / beta)   -0.053 / -0.053 hartree
Gap between HOMO and LUMO (alpha / beta)   7.37 / 7.37 eV

Each line ends with the Löwdin charge.
Element x y z (Å)
C 0.05 1.38 -0.80  -0.0948
C -0.60 0.06 -0.52  -0.3836
C 0.00 -0.59 0.62  -0.6587
S -0.78 -1.18 2.03  0.8479
Br 1.17 -2.79 -0.60  -0.1311
H 1.16 1.22 -1.15  0.1319
H 0.27 1.80 0.15  0.0563
H -0.53 2.00 -1.41  0.0620
H -1.61 0.25 -0.39  0.0980
H -0.51 -0.49 -1.42  0.0849
H 1.01 -0.14 0.91  0.0896
H 0.36 -1.53 2.59  -0.1024

Entry ii
# C3H7BrS

C3H7BrS in the gas phase (ωB97M-V/def2-TZVPD, the Open Molecules 2025 dataset).

Calculated values
LUMO level (alpha / beta)   0.002 / 0.002 hartree
Gap between HOMO and LUMO (alpha / beta)   7.42 / 7.41 eV

Each line ends with the Löwdin charge.
Element x y z (Å)
C -1.77 0.52 0.51  -0.2043
C -0.95 0.19 -0.81  -0.2910
C 2.64 -1.00 0.02  -0.9702
S 0.81 -0.78 0.08  0.7826
Br 3.86 0.46 -0.10  0.5231
H -1.82 -0.38 1.11  0.0470
H -2.67 0.90 0.05  0.0592
H -1.31 1.41 1.04  0.0854
H -0.81 1.17 -1.21  0.0340
H -1.56 -0.54 -1.38  0.0619
H 2.78 -1.93 -0.49  -0.0623
H 0.80 -0.03 1.18  -0.0655

Short version: entry ii is the least stable of them.

Entry i
# C5H13NOSi

2 unconnected molecules or ions with the total composition C5H13NOSi (ωB97M-V/def2-TZVPD, the Open Molecules 2025 dataset).

Calculated values
LUMO level (alpha / beta)   0.003 / 0.006 hartree
Gap between HOMO and LUMO (alpha / beta)   6.34 / 8.32 eV

Each line ends with the Löwdin charge.
Element x y z (Å)
C -1.28 2.61 0.39  -0.0832
C -1.53 1.32 0.61  -0.2901
C 2.09 1.06 -0.76  -0.2425
C 1.98 -0.71 0.81  -0.2324
C -1.75 -2.70 -0.22  -0.1449
N 1.68 -0.29 -0.52  -0.1641
O -2.05 -1.35 -0.06  -0.3354
Si -1.40 -0.01 -0.66  0.7257
H -1.29 3.34 1.18  0.0505
H -1.07 2.99 -0.60  0.0464
H -1.72 1.00 1.63  0.0583
H 1.65 1.78 -0.04  0.0600
H 3.18 1.15 -0.67  0.0780
H 1.80 1.35 -1.76  0.0609
H 1.61 -0.03 1.59  0.0702
H 1.55 -1.70 0.98  0.0548
H 3.07 -0.79 0.94  0.0779
H -2.15 -3.24 0.64  0.0871
H -0.67 -2.86 -0.27  0.0772
H -2.21 -3.09 -1.13  0.0853
H -1.49 0.16 -2.09  -0.0397

Entry ii
# C5H13NOSi

2 unconnected molecules or ions with the total composition C5H13NOSi (ωB97M-V/def2-TZVPD, the Open Molecules 2025 dataset).

Calculated values
LUMO level   0.027 hartree
Gap between HOMO and LUMO   10.08 eV
Structure (SMILES)   CC(C)(C)C#[N+][O-].[SiH4]

Each line ends with the Löwdin charge.
Element x y z (Å)
C 0.16 2.27 1.18  -0.0557
C -0.40 -0.22 1.62  -0.0520
C 1.27 0.35 0.00  -0.0753
C -1.12 1.01 -0.48  0.0436
C -0.07 0.86 0.55  -0.5898
N -1.93 1.17 -1.29  -0.1226
O -2.77 1.22 -2.12  0.0083
Si 0.21 -2.76 -1.74  0.6266
H 0.90 2.12 2.09  0.1242
H -0.87 2.65 1.52  0.1079
H 0.64 2.93 0.49  0.0598
H -0.63 -1.13 1.14  0.0438
H 0.51 -0.34 2.25  0.0915
H -1.30 0.11 2.23  0.1087
H 1.89 1.21 -0.45  0.1176
H 0.94 -0.33 -0.85  0.0217
H 1.80 -0.27 0.65  0.0553
H -0.33 -1.63 -1.01  -0.1470
H -0.85 -3.58 -2.22  -0.1402
H 0.92 -2.13 -2.82  -0.1202
H 1.04 -3.50 -0.76  -0.1060

Short version: entry ii is the least stable of them.

Entry i
# C2H2N5

A gas-phase ion, C2H2N5 (charge +1) (ωB97M-V/def2-TZVPD, the Open Molecules 2025 dataset).

Calculated values
LUMO level   -0.273 hartree
Gap between HOMO and LUMO   7.00 eV
Net charge   +1

Each line ends with the Löwdin charge.
Element x y z (Å)
C 0.27 -0.82 -0.97  -0.0554
C 0.57 0.97 0.37  -0.0512
N 0.59 2.78 1.89  0.3869
N 0.88 0.24 -0.57  0.1644
N -1.30 -0.52 0.71  0.2395
N 0.62 1.94 1.14  0.0473
N -0.88 -1.15 -0.22  -0.0731
H 0.60 -1.42 -1.79  0.1458
H -1.36 -2.01 -0.55  0.1958

Entry ii
# C2H2N5

2 unconnected molecules or ions with the total composition C2H2N5 (ωB97M-V/def2-TZVPD, the Open Molecules 2025 dataset).

Calculated values
LUMO level   -0.240 hartree
Gap between HOMO and LUMO   8.97 eV
Net charge   +1

Each line ends with the Löwdin charge.
Element x y z (Å)
C 1.77 1.06 -0.27  0.2066
C 0.66 0.60 -0.04  -0.0398
N 4.51 -0.25 0.02  0.0100
N 5.47 -0.77 -0.11  0.0545
N -0.55 0.00 0.00  0.2281
N -2.71 -0.78 -0.32  0.3010
N -1.62 -0.44 -0.12  0.0160
H 2.58 1.72 -0.47  0.0629
H -3.47 -0.52 0.29  0.1607

Short version: entry i is the least stable of them.

Entry i
# C6H9FS

C6H9FS in the gas phase (ωB97M-V/def2-TZVPD, the Open Molecules 2025 dataset).

Calculated values
LUMO level   -0.012 hartree
Gap between HOMO and LUMO   8.45 eV
Structure (SMILES)   FCC(=S)C1CCC1

Each line ends with the Löwdin charge.
Element x y z (Å)
C 1.82 1.32 0.16  -0.2641
C 1.52 -0.20 0.04  -0.6946
C 0.19 -0.80 0.05  -0.3264
C -0.94 -0.26 0.99  -0.1462
C -1.95 -0.51 -0.09  -0.1845
C -0.79 -0.42 -1.11  -0.1319
H 2.04 1.68 1.24  0.1529
H 2.68 1.56 -0.43  0.0794
H 0.32 -1.96 0.01  0.1571
H -0.84 0.83 1.25  0.1333
H -1.08 -0.82 1.88  0.0893
H -2.71 0.26 -0.19  0.1057
H -2.34 -1.47 0.03  0.0880
H -0.91 -0.93 -2.08  0.1151
H -0.74 0.69 -1.33  0.1169
F 0.83 2.11 -0.31  -0.0449
S 2.89 -1.08 -0.10  0.7548

Entry ii
# C6H9FS

C6H9FS in the gas phase (ωB97M-V/def2-TZVPD, the Open Molecules 2025 dataset).

Calculated values
LUMO level   -0.001 hartree
Gap between HOMO and LUMO   9.05 eV
Structure (SMILES)   CCCCC#CSF

Each line ends with the Löwdin charge.
Element x y z (Å)
C 1.49 1.15 -0.18  -0.1230
C 2.44 0.45 0.00  -0.3229
C -1.77 -1.55 0.59  -0.1459
C 0.10 1.71 -0.39  -0.1978
C -0.73 -0.42 0.55  -0.2506
C -0.77 0.52 -0.73  -0.1840
F 4.53 -0.59 -1.17  -0.5022
S 4.05 -0.41 0.39  0.8717
H -2.85 -1.29 0.33  0.0758
H -1.99 -1.97 1.65  0.0932
H -1.71 -2.31 -0.21  0.0635
H 0.02 2.54 -1.14  0.1213
H -0.11 2.12 0.62  0.1230
H 0.22 -0.96 0.79  0.1142
H -0.87 0.14 1.41  0.0674
H -0.34 -0.04 -1.53  0.1060
H -1.71 0.91 -0.98  0.0906

Short version: entry ii is the least stable of them.

Entry i
# C2H9NS

3 unconnected molecules or ions with the total composition C2H9NS (ωB97M-V/def2-TZVPD, the Open Molecules 2025 dataset).

Calculated values
LUMO level (alpha / beta)   -0.215 / -0.321 hartree
Gap between HOMO and LUMO (alpha / beta)   8.28 / 5.06 eV
2S+1   2
Net charge   +1

Each line ends with the Löwdin charge.
Element x y z (Å)
N -1.45 -1.02 -3.12  0.0583
H -1.59 -1.83 -2.53  0.0023
H 3.09 5.09 3.66  -0.0039
H -1.23 -0.22 -2.57  -0.0136
H -0.69 -1.16 -3.78  0.0347
C -0.70 -1.41 1.12  -0.0495
C 0.00 -0.32 0.50  -0.5116
S 0.92 -1.67 -0.21  1.0756
H 3.58 5.63 3.80  0.0039
H -0.37 -1.97 2.00  0.1038
H -1.54 -1.73 0.53  0.0948
H 0.60 0.51 0.88  0.1172
H -0.63 0.09 -0.28  0.0881

Entry ii
# C2H9NS

2 unconnected molecules or ions with the total composition C2H9NS (ωB97M-V/def2-TZVPD, the Open Molecules 2025 dataset).

Calculated values
LUMO level (alpha / beta)   -0.210 / -0.308 hartree
Gap between HOMO and LUMO (alpha / beta)   9.97 / 7.13 eV
2S+1   2
Net charge   +1

Each line ends with the Löwdin charge.
Element x y z (Å)
C -1.76 0.83 0.83  -0.1638
C -0.91 -0.18 1.59  -0.2658
S 0.54 -0.83 0.21  0.8653
H -2.38 0.44 0.02  0.0892
H -1.14 1.61 0.36  0.0758
H -2.46 1.39 1.48  0.1035
H -1.40 -1.13 1.82  0.0848
H -0.23 0.18 2.39  0.0837
N 1.34 0.74 -2.46  0.0514
H 1.47 0.00 -0.84  0.0022
H 1.63 1.31 -1.66  0.0355
H 1.94 -0.07 -2.39  0.0323
H 0.47 0.42 -1.95  0.0059

Short version: entry ii is the least stable of them.

Entry i
# C19H25NO2

C19H25NO2 in the gas phase (ωB97M-V/def2-TZVPD, the Open Molecules 2025 dataset).

Calculated values
LUMO level   0.007 hartree
Gap between HOMO and LUMO   7.83 eV
Structure (SMILES)   CC1(C)CC(=O)C([C@H](c2ccccc2)N2CCCC2)C(=O)C1

Each line ends with the Löwdin charge.
Element x y z (Å)
C 0.94 -0.49 4.24  -0.1534
C 2.30 -0.25 3.52  -0.1613
C 2.03 -0.55 2.04  -0.1657
N 0.57 -0.45 1.88  -0.1010
C -0.04 -0.55 0.61  -0.2799
C -1.32 -1.38 0.69  -0.2133
C -2.50 -0.79 1.17  -0.0484
C -3.63 -1.61 1.37  -0.0803
C -3.63 -2.97 1.06  -0.0917
C -2.41 -3.54 0.65  -0.0776
C -1.25 -2.76 0.42  -0.0187
C -0.13 -0.67 3.13  -0.1738
H 0.93 -1.42 4.84  0.1035
H 0.62 0.33 4.91  0.1042
H 2.60 0.80 3.68  0.1078
H 3.06 -0.91 3.96  0.1046
H 2.52 0.24 1.42  0.0852
H 2.46 -1.56 1.80  0.1229
H 0.62 -0.88 -0.18  0.1373
H -2.52 0.28 1.43  0.1138
H -4.57 -1.13 1.65  0.1002
H -4.55 -3.57 1.13  0.1048
H -2.39 -4.59 0.34  0.1012
H -0.30 -3.16 0.05  0.1270
H -0.57 -1.69 3.17  0.1170
H -0.97 0.04 3.22  0.1076
C 0.62 2.88 -4.10  -0.0573
C 0.75 1.78 -3.03  -0.5582
C 1.74 0.68 -3.51  -0.0200
C 1.20 2.48 -1.72  -0.0676
C 1.13 1.56 -0.51  -0.2707
O 2.11 1.55 0.24  0.0596
C -0.15 0.75 -0.28  -0.0859
C -0.70 0.28 -1.61  -0.2927
O -1.19 -0.85 -1.84  0.0957
C -0.66 1.25 -2.77  -0.0827
H -0.09 3.63 -3.71  0.0885
H 1.60 3.35 -4.28  0.0896
H 0.23 2.45 -5.03  0.0889
H 1.83 -0.15 -2.79  0.0910
H 1.39 0.26 -4.48  0.0951
H 2.74 1.12 -3.68  0.0944
H 2.22 2.86 -1.90  0.1317
H 0.57 3.37 -1.56  0.1421
H -0.82 1.07 0.64  0.2046
H -1.34 2.12 -2.57  0.1457
H -1.03 0.78 -3.70  0.1362

Entry ii
# C19H25NO2

C19H25NO2 in the gas phase (ωB97M-V/def2-TZVPD, the Open Molecules 2025 dataset).

Calculated values
LUMO level   0.029 hartree
Gap between HOMO and LUMO   8.76 eV
Structure (SMILES)   COc1ccccc1CCN[C@@H](C)CCc1ccc(O)cc1

Each line ends with the Löwdin charge.
Element x y z (Å)
C -1.58 -2.16 -2.57  -0.0872
O -2.17 -1.28 -1.65  -0.0999
C -1.96 -1.49 -0.31  -0.2360
C -1.20 -2.54 0.19  -0.0269
C -1.03 -2.68 1.56  -0.1041
C -1.61 -1.78 2.43  -0.0965
C -2.38 -0.74 1.93  -0.0429
C -2.56 -0.58 0.56  -0.1745
C -3.39 0.56 0.05  -0.1169
H -4.31 0.63 0.64  0.1171
H -3.67 0.37 -0.99  0.1112
C -2.69 1.94 0.13  -0.2101
N -1.63 2.17 -0.83  -0.0345
H -1.94 1.86 -1.75  0.1070
C -0.34 1.56 -0.52  -0.3996
C 0.44 2.49 0.43  -0.1429
H 1.15 3.09 -0.14  0.1110
H -0.27 3.18 0.89  0.1065
C 1.18 1.73 1.54  -0.1480
C 2.18 0.76 0.97  -0.2543
C 3.38 1.22 0.44  -0.0447
C 4.29 0.34 -0.13  -0.0258
C 4.00 -1.02 -0.18  -0.3267
C 2.81 -1.49 0.35  -0.0048
C 1.91 -0.60 0.92  -0.0309
H 0.99 -0.98 1.34  0.0915
H 2.60 -2.54 0.31  0.1142
O 4.86 -1.92 -0.74  0.0459
H 5.65 -1.46 -1.06  0.1026
H 5.22 0.71 -0.54  0.1111
H 3.61 2.27 0.47  0.1176
H 0.45 1.18 2.14  0.1110
H 1.69 2.45 2.18  0.1149
C 0.43 1.33 -1.82  -0.0319
H 0.54 2.27 -2.36  0.0845
H 1.42 0.93 -1.61  0.0704
H -0.11 0.62 -2.45  0.0671
H -0.47 0.59 -0.02  0.1154
H -3.44 2.71 -0.04  0.1120
H -2.28 2.08 1.13  0.1125
H -2.84 -0.04 2.60  0.1176
H -1.47 -1.88 3.50  0.1012
H -0.43 -3.49 1.94  0.1061
H -0.73 -3.25 -0.47  0.1034
H -1.95 -3.18 -2.44  0.0969
H -0.49 -2.16 -2.49  0.0952
H -1.87 -1.80 -3.56  0.0954

Short version: entry i is the least stable of them.

Entry i
# C2H5ClO2S

C2H5ClO2S in the gas phase (ωB97M-V/def2-TZVPD, the Open Molecules 2025 dataset).

Calculated values
LUMO level   0.024 hartree
Gap between HOMO and LUMO   12.02 eV
Structure (SMILES)   CCS(=O)(=O)Cl

Each line ends with the Löwdin charge.
Element x y z (Å)
C -1.47 -0.25 0.15  -0.1012
C -0.23 0.69 -0.11  -0.3326
O 1.46 -1.13 -1.09  -0.3264
O 1.29 -0.92 1.29  -0.3274
S 1.24 -0.33 0.03  0.2138
Cl 2.72 1.01 0.00  0.4178
H -1.17 -0.94 0.94  0.0604
H -2.46 0.22 0.18  0.0741
H -1.50 -0.94 -0.82  0.1174
H 0.25 1.53 0.57  0.1081
H -0.14 1.07 -1.15  0.0959

Entry ii
# C2H5ClO2S

2 unconnected molecules or ions with the total composition C2H5ClO2S (ωB97M-V/def2-TZVPD, the Open Molecules 2025 dataset).

Calculated values
LUMO level   0.011 hartree
Gap between HOMO and LUMO   9.41 eV
Structure (SMILES)   C=CO.OSCl

Each line ends with the Löwdin charge.
Element x y z (Å)
C 0.89 0.04 0.30  -0.2966
C 0.54 -1.06 -0.33  -0.0020
O -3.56 1.43 0.71  -0.5352
O 1.70 1.02 -0.19  -0.0038
S -3.61 0.60 -0.68  0.4189
Cl -3.63 -1.33 -0.05  0.0808
H -2.65 1.57 1.02  0.0342
H 0.55 0.28 1.30  0.1082
H 0.89 -1.28 -1.33  0.0546
H -0.11 -1.78 0.12  0.0396
H 1.99 0.77 -1.07  0.1013

Short version: entry ii is the least stable of them.